{
  "formula": "C33H57Cl2NO2P2Ru",
  "method": "the ωB97M-V functional and the def2-TZVPD basis",
  "relative_energy_kcal_mol": 123.48,
  "multiplicity": 5,
  "lumo_ha": [-0.0201, -0.1013],
  "mol_weight_g_mol": 733.75,
  "homo_lumo_gap_ev": [3.2, 4.8],
  "total_charge": 0,
  "homo_energy_ev": [-3.76, -7.52],
  "e_tot_ha": -3194.64471,
  "elements": ["Ru", "Cl", "P", "C", "C", "C", "C", "H", "C", "H", "H", "H", "H", "H", "H", "H", "C", "C", "H", "H", "H", "H", "H", "H", "C", "H", "C", "H", "H", "H", "H", "H", "H", "Cl", "H", "P", "C", "C", "C", "C", "H", "C", "H", "H", "H", "H", "H", "H", "H", "C", "C", "H", "H", "H", "H", "H", "H", "C", "H", "C", "H", "H", "H", "H", "H", "H", "C", "C", "C", "C", "C", "C", "N", "C", "C", "C", "C", "C", "C", "C", "O", "O", "C", "C", "H", "H", "H", "H", "H", "H", "H", "H", "H", "H", "H", "H", "H", "H"],
  "xyz": [[-0.602, 0.086, -1.711], [-0.156, 0.098, -3.993], [-0.958, -2.133, -1.921], [0.317, -3.051, -2.988], [-1.034, -3.287, -0.386], [-2.535, -2.445, -2.890], [1.744, -2.463, -2.844], [-0.059, -2.808, -4.001], [0.379, -4.590, -2.813], [0.987, -4.861, -1.931], [0.896, -4.979, -3.705], [-0.608, -5.072, -2.770], [1.817, -1.539, -3.432], [2.462, -3.198, -3.247], [2.002, -2.237, -1.793], [-2.241, -1.932, -3.831], [-3.748, -1.707, -2.273], [-2.883, -3.925, -3.197], [-2.234, -4.338, -3.986], [-3.916, -3.939, -3.583], [-2.861, -4.566, -2.293], [-3.453, -0.906, -1.573], [-4.434, -2.420, -1.783], [-4.283, -1.238, -3.112], [0.249, -3.135, 0.454], [-1.028, -4.322, -0.783], [-2.302, -3.093, 0.472], [1.147, -3.537, -0.035], [0.131, -3.606, 1.438], [0.417, -2.066, 0.649], [-2.495, -2.018, 0.635], [-2.119, -3.555, 1.455], [-3.168, -3.596, 0.015], [-1.786, 0.228, 0.380], [-1.954, 0.409, -2.254], [-0.260, 2.416, -1.881], [-1.088, 3.287, -3.322], [-0.636, 3.610, -0.442], [1.575, 2.695, -2.309], [-2.478, 2.692, -3.634], [-0.395, 3.024, -4.145], [-1.197, 4.828, -3.206], [-2.049, 5.116, -2.564], [-1.407, 5.191, -4.223], [-0.270, 5.317, -2.868], [-2.359, 1.710, -4.108], [-2.995, 3.375, -4.326], [-3.086, 2.569, -2.719], [1.596, 2.149, -3.276], [2.554, 1.978, -1.343], [2.035, 4.157, -2.515], [1.650, 4.565, -3.462], [3.136, 4.142, -2.581], [1.763, 4.806, -1.660], [2.060, 1.278, -0.657], [3.134, 2.688, -0.739], [3.238, 1.367, -1.943], [-2.128, 3.456, -0.051], [-0.462, 4.631, -0.831], [0.311, 3.451, 0.753], [-2.762, 4.062, -0.715], [-2.271, 3.807, 0.982], [-2.434, 2.394, -0.078], [0.361, 2.382, 1.017], [-0.102, 4.042, 1.589], [1.349, 3.773, 0.589], [4.297, 0.919, 4.131], [3.651, -0.415, 4.025], [4.295, -1.459, 3.362], [3.654, -2.664, 3.057], [2.346, -2.839, 3.481], [1.721, -1.753, 4.114], [0.352, -1.745, 4.060], [-0.533, -0.781, 3.597], [-1.787, -0.798, 4.303], [-2.534, 0.350, 4.273], [-2.012, 1.490, 3.600], [-0.821, 1.438, 2.909], [-0.141, 0.208, 2.616], [1.285, 0.031, 1.426], [2.429, 0.226, 1.860], [1.088, -0.311, 0.186], [2.360, -0.572, 4.514], [1.669, 0.536, 5.219], [3.716, 1.725, 3.661], [4.469, 1.221, 5.164], [5.277, 0.911, 3.661], [5.304, -1.261, 2.995], [4.168, -3.466, 2.516], [1.747, -3.713, 3.207], [-0.108, -2.605, 4.331], [-2.006, -1.688, 4.926], [-3.533, 0.366, 4.756], [-2.575, 2.435, 3.563], [-0.377, 2.415, 2.530], [0.657, 0.308, 5.543], [2.264, 0.819, 6.087], [1.601, 1.451, 4.624]],
  "forces_ev_per_a": [[0.7142, 1.2182, 3.3678], [0.0794, -0.0688, 0.4131], [-0.4198, -4.1998, -0.2093], [-0.1199, 0.3526, 0.0823], [0.1856, 0.0060, 0.0094], [0.4823, 0.0924, 0.1713], [-0.2346, 0.0424, -0.0234], [0.2621, -0.2417, 0.3192], [-0.0271, 0.2574, -0.1740], [-0.3978, 0.0888, -0.3359], [-0.0968, 0.0046, 0.3061], [0.4725, 0.1456, 0.0913], [0.1751, -0.2769, 0.2892], [-0.1580, 0.3510, 0.1920], [-0.0591, -0.1388, -0.4492], [-0.3569, -0.3015, 0.3131], [0.0179, 0.0708, -0.3283], [-0.0723, 0.3677, -0.0926], [-0.2080, 0.0390, 0.4318], [0.3399, -0.0882, 0.0909], [0.0571, 0.3437, -0.4776], [-0.2961, -0.4674, -0.1981], [0.3647, 0.4136, -0.0605], [-0.1090, -0.0890, 0.3742], [-0.2049, 0.6179, 0.1020], [-0.2175, 0.6012, -0.1152], [0.2687, 0.1300, -0.1625], [-0.2720, 0.0915, 0.1003], [-0.0599, -0.2029, -0.2935], [0.0767, -0.5923, -0.0589], [-0.1361, -0.7283, 0.0006], [-0.1316, 0.1304, -0.2631], [0.1806, 0.3525, 0.1480], [0.1969, -0.2842, -2.2005], [-0.8180, 0.0129, -0.2076], [1.2850, 2.8799, 0.0646], [0.0317, -0.3210, 0.1364], [0.1080, -0.0769, -0.2979], [-0.2993, -0.2596, 0.0712], [0.2335, 0.0166, 0.0013], [-0.3891, 0.2415, 0.1842], [0.0490, -0.2490, -0.2407], [0.4824, -0.0805, -0.2083], [-0.0145, 0.0606, 0.3044], [-0.4925, -0.1854, -0.0576], [-0.2096, 0.2714, 0.0959], [0.0024, -0.3339, 0.1999], [0.1686, 0.1572, -0.3814], [0.1493, 0.4393, 0.3657], [-0.3475, -0.2948, 0.0082], [-0.0956, -0.2857, -0.1914], [0.0895, 0.0756, 0.4188], [-0.3891, 0.0872, -0.0174], [0.0873, -0.2919, -0.4675], [0.1989, 0.2151, -0.1736], [-0.1835, -0.1536, -0.2159], [0.1065, 0.2037, 0.1895], [0.2233, -0.0305, -0.0068], [-0.1984, -0.5357, -0.1144], [0.1089, -0.5949, -0.2936], [0.0860, -0.2875, 0.1940], [-0.0305, -0.0415, -0.2845], [-0.0161, 0.8118, -0.0028], [0.1332, 0.6446, -0.0642], [0.2578, -0.2979, -0.2591], [-0.3477, 0.0593, -0.2740], [0.6140, 0.5041, 0.1427], [0.4781, -0.3301, 0.2976], [0.1623, 0.1944, -0.2809], [0.1324, -0.3543, 0.6746], [0.5052, 0.3950, -0.2491], [0.3120, 0.5891, -0.6069], [-1.9758, -0.8332, 0.2784], [-0.1412, -2.6034, 1.5479], [0.8577, 0.2480, -0.8286], [-2.0617, -1.5594, 0.9130], [1.0095, 1.2464, -1.1083], [0.7918, 1.6870, -0.5487], [2.5728, 1.5099, -1.1626], [0.1353, 0.0535, 0.3061], [-2.4728, 0.3740, -0.3798], [-1.0766, 0.7308, 0.6281], [0.0736, -0.8592, -0.9951], [-0.0517, 0.5642, 0.3632], [-0.0578, -0.4037, 0.0131], [-0.1049, -0.0066, 0.1939], [0.0977, -0.0159, -0.1472], [-0.2581, -0.1867, 0.0292], [-0.1370, 0.3951, 0.1923], [0.2622, 0.3014, 0.0615], [-0.0028, 0.0873, 0.2109], [-0.0331, 0.7314, -0.3304], [0.8421, 0.1451, -0.3658], [0.3741, -0.4277, 0.4028], [-1.1488, -1.7480, 0.8640], [0.0425, -0.1629, 0.0547], [-0.0372, -0.0249, 0.2261], [0.0302, -0.1349, -0.2319]],
  "lowdin_charge": [0.546, 0.156, 0.902, -0.529, -0.477, -0.531, -0.137, 0.082, -0.119, 0.081, 0.085, 0.049, 0.016, 0.080, 0.070, 0.076, -0.135, -0.107, 0.072, 0.081, 0.076, 0.010, 0.079, 0.081, -0.111, 0.088, -0.120, 0.074, 0.067, 0.032, -0.008, 0.079, 0.067, 0.367, -0.043, 0.942, -0.539, -0.486, -0.518, -0.145, 0.087, -0.116, 0.078, 0.085, 0.052, 0.024, 0.081, 0.070, 0.060, -0.112, -0.112, 0.068, 0.083, 0.077, 0.020, 0.080, 0.084, -0.132, 0.089, -0.114, 0.064, 0.078, -0.024, 0.036, 0.089, 0.080, -0.052, -0.268, -0.052, -0.076, -0.032, -0.224, 0.099, -0.251, -0.064, -0.144, -0.118, -0.181, -0.107, -0.476, 0.032, -0.255, -0.179, -0.024, 0.086, 0.081, 0.075, 0.109, 0.104, 0.103, 0.144, 0.114, 0.094, 0.103, 0.076, 0.083, 0.086, 0.087]
}


{
  "formula": "C33H57F5N3O7",
  "method": "the ωB97M-V functional and the def2-TZVPD basis",
  "multiplicity": 3,
  "lumo_ha": [0.0729, 0.0399],
  "mol_weight_g_mol": 702.82,
  "homo_lumo_gap_ev": [7.0, 6.1],
  "total_charge": -1,
  "homo_energy_ev": [-5.06, -5.06],
  "e_tot_ha": -2481.67090,
  "elements": ["C", "C", "C", "O", "C", "O", "C", "C", "C", "O", "N", "C", "C", "O", "O", "C", "C", "C", "C", "C", "F", "F", "C", "F", "F", "F", "H", "H", "H", "H", "H", "H", "H", "H", "H", "H", "H", "H", "H", "H", "H", "H", "H", "H", "H", "H", "H", "C", "C", "C", "C", "C", "C", "N", "O", "C", "C", "C", "H", "H", "H", "H", "H", "H", "H", "H", "H", "H", "H", "H", "H", "H", "H", "H", "H", "H", "C", "C", "C", "C", "C", "C", "N", "O", "C", "C", "C", "H", "H", "H", "H", "H", "H", "H", "H", "H", "H", "H", "H", "H", "H", "H", "H", "H", "H"],
  "xyz": [[2.622, -1.000, 7.116], [2.098, 0.087, 6.050], [0.526, 0.429, 6.171], [0.025, 0.657, 4.837], [-0.907, -0.359, 4.395], [-0.497, -1.714, 4.251], [-0.863, -2.601, 5.317], [-2.143, -3.555, 4.982], [-0.998, 0.061, 2.804], [0.051, -0.122, 2.128], [-2.340, 0.548, 2.421], [-3.330, -0.059, 3.410], [-3.714, -1.522, 2.852], [-4.652, -2.152, 3.462], [-3.116, -2.080, 1.721], [-2.409, 0.060, 4.752], [-3.079, -0.302, 6.161], [-3.999, 0.918, 6.741], [-5.577, 0.600, 6.682], [-6.125, -0.216, 7.949], [-5.730, 0.342, 9.200], [-7.568, -0.115, 7.913], [-5.795, -1.785, 7.904], [-6.047, -2.354, 6.619], [-4.486, -2.087, 8.352], [-6.682, -2.461, 8.801], [2.596, -0.603, 8.198], [3.725, -1.217, 6.853], [2.044, -1.994, 7.015], [2.678, 1.064, 6.276], [2.420, -0.198, 4.980], [0.474, 1.450, 6.718], [-0.069, -0.299, 6.812], [0.013, -3.344, 5.469], [-1.056, -2.134, 6.337], [-2.127, -3.911, 3.890], [-1.987, -4.488, 5.653], [-3.136, -3.099, 5.302], [-2.603, 0.475, 1.432], [-4.269, 0.610, 3.437], [-2.320, 1.215, 4.819], [-2.328, -0.536, 7.000], [-3.825, -1.170, 5.990], [-3.747, 1.047, 7.864], [-3.747, 1.918, 6.249], [-6.115, 1.623, 6.714], [-5.843, 0.111, 5.687], [1.671, -0.799, -3.664], [1.433, -2.318, -3.463], [0.216, -2.772, -4.299], [-1.124, -2.336, -3.713], [-1.239, -2.746, -2.250], [-0.047, -2.275, -1.390], [1.275, -2.610, -2.005], [1.489, -3.943, -1.827], [-0.152, -0.750, -1.152], [-0.203, -2.870, 0.037], [2.703, -2.975, -4.065], [2.230, -0.368, -2.830], [2.259, -0.599, -4.566], [0.747, -0.234, -3.795], [0.213, -3.866, -4.385], [0.300, -2.388, -5.322], [-1.255, -1.254, -3.818], [-1.937, -2.796, -4.284], [-2.175, -2.352, -1.839], [-1.325, -3.838, -2.201], [0.733, -0.369, -0.634], [-1.017, -0.514, -0.525], [-0.291, -0.168, -2.063], [-0.268, -3.962, 0.031], [-1.119, -2.511, 0.514], [0.631, -2.581, 0.682], [3.598, -2.686, -3.506], [2.846, -2.662, -5.105], [2.646, -4.066, -4.083], [5.274, 3.326, -6.390], [4.050, 4.264, -6.224], [3.354, 3.983, -4.873], [2.547, 2.689, -4.862], [1.578, 2.639, -6.037], [2.259, 2.888, -7.398], [3.132, 4.101, -7.393], [2.320, 5.193, -7.438], [3.085, 1.644, -7.802], [1.160, 2.957, -8.491], [4.676, 5.683, -6.156], [5.544, 3.205, -7.442], [6.159, 3.729, -5.888], [5.120, 2.340, -5.952], [2.677, 4.811, -4.626], [4.097, 3.948, -4.070], [3.213, 1.821, -4.880], [1.986, 2.620, -3.925], [1.071, 1.667, -6.042], [0.793, 3.387, -5.871], [3.663, 1.833, -8.712], [2.430, 0.791, -8.007], [3.769, 1.300, -7.028], [0.411, 3.727, -8.287], [0.615, 2.010, -8.553], [1.594, 3.152, -9.477], [5.183, 5.934, -7.093], [5.417, 5.741, -5.352], [3.938, 6.460, -5.945]],
  "forces_ev_per_a": [[0.3784, -0.0185, -0.6458], [0.5863, 0.2519, 0.8036], [1.5062, 1.2558, 0.4580], [-0.6925, -2.2764, 1.4905], [-2.0215, 1.8652, -4.1569], [-0.5167, 1.3188, 2.1657], [-0.5568, -2.5457, 0.6694], [0.9004, -0.3400, 0.7316], [1.5414, -0.7669, -1.6136], [-4.1097, 1.3188, 1.5799], [2.2220, -1.1660, 1.7040], [1.4552, -0.1890, -1.1595], [-0.6485, -4.1039, -2.6408], [2.1498, 2.3064, -0.6257], [-1.7641, 3.5351, 4.7911], [-0.7135, 1.3522, 1.2344], [-1.2921, 0.0513, -0.0849], [0.2108, -0.7189, 0.9526], [0.3916, 1.3155, 0.3439], [-1.0123, 0.8189, -0.8258], [-0.6264, -1.3340, -2.5385], [2.8419, -0.3837, 0.2268], [-0.7706, -2.1897, 0.6962], [1.0734, 1.7454, 3.4621], [-3.0381, 0.8052, -1.4093], [2.0887, 1.4574, -1.9390], [-0.1516, -0.6819, -1.6765], [-1.6645, 0.2437, 0.5540], [0.8372, 1.6302, 0.2987], [-0.9081, -1.4873, -0.4108], [-0.9911, 0.2245, 1.6811], [-0.1201, -1.5999, -0.8019], [0.8000, 0.6282, -1.1357], [-1.1443, 1.4045, -0.3832], [0.3586, -0.1724, -1.4543], [-0.2167, 0.8478, 1.6118], [-0.2735, 1.3840, -1.0362], [1.3292, -0.5205, -0.9130], [0.4579, -0.4119, 0.6551], [1.4447, -1.1672, 0.2843], [0.2527, -1.8531, -0.2209], [-1.0267, 0.1163, -1.5824], [1.5810, 1.0847, 0.3997], [-0.3289, -0.0843, -1.7949], [-0.5386, -1.4317, 0.4615], [0.5962, -1.7351, 0.1202], [0.1866, 0.2535, 1.5642], [-0.1315, 0.3110, -0.0230], [0.9017, 1.1514, -1.2771], [-0.2919, -0.1747, 0.2498], [0.0518, 0.0353, 0.0068], [0.1373, -0.2262, -0.3345], [-1.0397, 1.3421, 1.5950], [-0.8673, -4.2172, -0.6346], [0.2122, 2.5164, -0.0829], [0.0109, 0.2712, -0.2938], [0.4086, -0.5213, -0.2980], [-0.1231, -0.5107, 0.5075], [-0.1318, -0.0826, 0.0081], [-0.0496, -0.2730, 0.0351], [0.0123, -0.0245, 0.1798], [0.1583, 0.0639, 0.1567], [0.2546, 0.0517, 0.1004], [0.0423, 0.0008, 0.0241], [0.0436, 0.0498, 0.0042], [0.2690, 0.0201, 0.2188], [0.1829, 0.0600, 0.0971], [-0.1104, -0.1096, -0.0057], [0.1874, -0.3300, 0.0266], [0.0991, -0.0482, -0.0936], [0.1579, 0.1268, -0.1689], [0.0111, 0.1898, -0.2081], [-0.0371, 0.0350, -0.1459], [-0.1173, -0.0299, 0.0194], [-0.2371, 0.1956, 0.1622], [-0.0531, 0.1372, 0.2438], [0.0795, -0.3185, 0.0082], [1.9840, -0.0575, 0.6477], [-0.4444, -0.0718, -0.1060], [0.0687, -0.0256, -0.0047], [0.0683, 0.3152, 0.2645], [-0.3391, -1.8946, -0.9361], [-3.0323, 2.7025, 1.5105], [1.6975, -1.7930, -0.4946], [0.2590, -0.1706, 0.1700], [-0.0012, 0.7414, 0.1275], [-0.6590, 0.2171, -0.3547], [-0.1171, -0.0044, 0.0662], [-0.2580, 0.1301, 0.0095], [-0.0658, 0.0085, -0.1345], [0.0833, 0.0238, -0.2085], [0.1199, 0.0878, -0.2330], [-0.0078, 0.0170, -0.0159], [0.0669, -0.0387, -0.0592], [0.1057, 0.0732, -0.2436], [0.1230, 0.0617, -0.1801], [-0.0445, 0.0704, 0.1073], [-0.0872, 0.2764, 0.0405], [0.0419, 0.1086, -0.0302], [0.2687, 0.0307, 0.0037], [0.3006, 0.0054, 0.1969], [0.0205, 0.0323, 0.1252], [-0.0929, -0.0553, 0.0473], [-0.1118, -0.3378, -0.0822], [-0.0410, -0.1818, -0.2019]],
  "lowdin_charge": [-0.141, -0.209, -0.187, -0.089, -0.347, -0.045, -0.225, -0.063, -0.255, 0.038, 0.077, -0.139, -0.520, -0.101, -0.177, -0.124, -0.132, -0.160, -0.079, -0.288, 0.048, 0.022, -0.312, 0.093, 0.089, 0.064, 0.073, 0.071, 0.071, 0.104, 0.126, 0.130, 0.107, 0.123, 0.095, 0.097, 0.077, 0.050, 0.121, 0.154, 0.147, 0.104, 0.091, 0.112, 0.112, 0.135, 0.135, -0.052, -0.478, -0.142, -0.189, -0.129, -0.468, -0.044, -0.031, -0.039, -0.035, -0.054, 0.092, 0.067, 0.059, 0.121, 0.118, 0.099, 0.109, 0.130, 0.124, 0.088, 0.079, 0.052, 0.076, 0.059, 0.088, 0.087, 0.077, 0.073, -0.042, -0.480, -0.133, -0.187, -0.134, -0.484, -0.047, -0.026, -0.043, -0.047, -0.051, 0.088, 0.081, 0.064, 0.125, 0.126, 0.095, 0.118, 0.119, 0.126, 0.090, 0.086, 0.057, 0.077, 0.084, 0.087, 0.088, 0.082, 0.075]
}